C20H45AuBrN5O7P2SbSi3 as an isolated structure. Source: OMol25; level of theory: ωB97M-V/def2-TZVPD.

```
85
Properties=species:S:1:pos:R:3
Au 0.08 0.55 -1.21
O 0.81 -3.83 -0.92
P 0.90 -2.36 -0.38
O 0.65 -1.40 -1.53
O 2.13 -2.19 0.43
O -0.39 -2.26 0.60
P -0.85 -1.05 1.53
O -1.23 -1.76 2.90
O -1.95 -0.26 0.96
O 0.45 -0.28 1.92
H 0.15 -3.96 -1.61
H -2.18 -1.84 3.01
C -1.17 2.79 0.36
N -2.00 3.97 0.41
C -3.30 3.65 -0.19
N -3.15 3.23 -1.59
C -2.32 2.06 -1.64
N -0.95 2.34 -1.05
C -0.35 3.47 -1.83
N -1.19 4.64 -1.78
C -1.38 5.04 -0.38
C -2.51 4.31 -2.34
H -1.64 1.96 0.89
H -0.19 2.99 0.80
H -3.94 4.53 -0.15
H -3.77 2.85 0.38
H -2.16 1.74 -2.67
H -2.75 1.25 -1.06
H -0.22 3.13 -2.86
H 0.62 3.69 -1.39
H -2.01 5.92 -0.34
H -0.41 5.29 0.05
H -2.38 4.00 -3.38
H -3.14 5.20 -2.31
C 2.29 4.10 1.31
Si 2.36 2.68 2.54
C 1.03 2.85 3.83
C 4.11 2.71 3.22
Sb 2.36 0.23 1.61
Si 3.19 -1.25 3.61
C 1.98 -0.77 4.94
C 4.95 -0.89 4.10
C 2.98 -3.03 3.12
Si 3.89 0.14 -0.56
C 3.65 -0.99 -1.99
C 3.90 1.92 -1.12
C 5.40 -0.32 0.43
H 2.55 4.98 1.91
H 1.33 4.29 0.86
H 3.04 4.01 0.53
H 0.90 3.91 4.08
H 1.30 2.33 4.74
H 0.07 2.47 3.48
H 4.25 3.61 3.82
H 4.83 2.75 2.40
H 4.35 1.86 3.85
H 2.09 0.27 5.26
H 2.16 -1.40 5.82
H 0.95 -0.93 4.62
H 5.05 0.03 4.68
H 5.64 -0.85 3.26
H 5.26 -1.72 4.74
H 1.94 -3.24 2.85
H 3.24 -3.64 3.99
H 3.61 -3.31 2.28
H 2.73 -0.81 -2.54
H 3.70 -2.03 -1.69
H 4.50 -0.77 -2.65
H 2.88 2.30 -1.26
H 4.41 1.98 -2.08
H 4.42 2.58 -0.42
H 5.27 -1.30 0.88
H 5.65 0.40 1.21
H 6.26 -0.38 -0.25
Br 0.45 -2.05 -7.97
C 0.09 -1.00 -6.45
C -1.01 -1.27 -5.65
C -1.21 -0.47 -4.54
N -0.42 0.54 -4.20
C 0.63 0.78 -4.98
C 0.94 0.05 -6.11
H -1.68 -2.08 -5.89
H -2.06 -0.66 -3.89
H 1.27 1.61 -4.69
H 1.80 0.28 -6.72
```

As for the HOMO-LUMO gap: 8.39 eV. As for the net charge: +1. The energy is -165741.0961 eV. The value obtained for the highest occupied orbital energy is -11.3629 eV. The LUMO energy comes out at -3.0 eV. For the energy above the lowest of the compared OMol25 structures with the same formula, charge and spin, the calculation gives 18.8 kcal/mol.

Atom charges from the Löwdin analysis, given in e for atoms 1 to 4:
1 Au 0.91
2 O -0.06
3 P 0.19
4 O -0.44

C39H39BrIIrN6OP as an isolated structure. Source: OMol25; level of theory: ωB97M-V/def2-TZVPD.

```
89
Properties=species:S:1:pos:R:3
Ir -0.92 0.71 0.50
I 2.10 1.03 3.40
C 3.29 -0.54 2.67
C 4.44 -0.70 3.40
C 5.23 -1.85 3.27
C 4.79 -2.87 2.48
C 3.61 -2.72 1.71
C 3.16 -3.85 0.98
C 2.05 -3.78 0.18
C 1.46 -2.53 0.00
C 1.84 -1.39 0.69
P 1.21 0.09 -0.16
C 1.44 -0.32 -1.91
C 2.62 -0.99 -2.26
C 2.90 -1.29 -3.58
C 1.99 -0.95 -4.58
C 0.82 -0.30 -4.25
C 0.54 0.01 -2.93
C 2.23 1.55 0.12
C 1.69 2.75 0.58
C 2.49 3.88 0.69
C 3.83 3.81 0.35
C 4.37 2.62 -0.11
C 3.57 1.49 -0.24
C 2.88 -1.49 1.69
H 4.72 0.04 4.13
H 6.14 -1.95 3.85
H 5.32 -3.81 2.43
H 3.72 -4.77 1.06
H 1.71 -4.64 -0.38
H 0.76 -2.43 -0.81
H 3.33 -1.29 -1.50
H 3.82 -1.79 -3.83
H 2.21 -1.19 -5.62
H 0.10 -0.04 -5.02
H -0.38 0.52 -2.70
H 0.66 2.82 0.89
H 2.07 4.81 1.05
H 4.46 4.69 0.44
H 5.42 2.56 -0.37
H 4.02 0.58 -0.61
O -1.19 -1.30 6.30
C -1.07 -1.02 5.03
C -0.60 -1.91 4.05
C -0.52 -1.49 2.75
N -0.90 -0.26 2.34
C -1.31 0.58 3.30
Br -1.78 2.31 2.67
C -1.43 0.28 4.62
H -0.92 -2.20 6.53
H -0.27 -2.90 4.31
H -0.09 -2.13 1.99
H -1.78 1.00 5.35
C -3.53 -0.43 0.61
N -4.62 -1.22 0.15
C -4.31 -2.64 0.32
N -3.13 -3.00 -0.46
C -2.00 -2.23 -0.02
N -2.24 -0.73 -0.18
C -2.59 -0.54 -1.67
N -3.71 -1.32 -2.08
C -4.88 -0.96 -1.28
C -3.40 -2.74 -1.88
H -3.32 -0.66 1.66
H -3.75 0.63 0.50
H -5.16 -3.23 0.00
H -4.13 -2.84 1.38
H -1.13 -2.48 -0.61
H -1.84 -2.43 1.03
H -1.70 -0.83 -2.22
H -2.80 0.52 -1.82
H -5.73 -1.54 -1.60
H -5.11 0.10 -1.42
H -2.53 -3.02 -2.48
H -4.25 -3.35 -2.20
C -2.19 5.73 -3.27
C -1.83 4.53 -2.46
C -0.57 3.95 -2.51
C -0.27 2.83 -1.77
N -1.17 2.22 -0.97
C -2.40 2.79 -0.91
C -2.76 3.91 -1.61
H -2.52 5.41 -4.26
H -1.32 6.38 -3.41
H -3.00 6.30 -2.81
H 0.21 4.38 -3.12
H 0.71 2.40 -1.81
H -3.12 2.33 -0.24
H -3.76 4.30 -1.51
```

As for the HOMO-LUMO gap: 5.40 eV. As for the net charge: +3. The energy is -142310.6969 eV. The value obtained for the highest occupied orbital energy is -15.4624 eV. The LUMO energy comes out at -10.1 eV. For the energy above the lowest of the compared OMol25 structures with the same formula, charge and spin, the calculation gives 17.3 kcal/mol.

Atom charges from the Löwdin analysis, given in e for atoms 1 to 4:
1 Ir 1.04
2 I 1.20
3 C -0.58
4 C -0.14

One molecule with the formula C4H7NO. Source: OMol25; level of theory: ωB97M-V/def2-TZVPD.

```
13
Properties=species:S:1:pos:R:3
H -0.98 -1.39 -1.48
N -1.43 -1.58 -0.58
C -0.98 -0.77 0.30
C 0.09 0.22 0.08
C -0.15 1.62 0.60
C 1.23 -0.17 -0.51
O 1.52 -1.43 -0.89
H -1.41 -0.84 1.30
H 0.50 2.34 0.11
H -1.19 1.92 0.41
H 0.02 1.68 1.68
H 2.06 0.51 -0.72
H 0.83 -2.01 -0.53
```

As for the HOMO-LUMO gap: 9.84 eV. The energy is -7797.9280 eV. The value obtained for the highest occupied orbital energy is -8.9449 eV. The LUMO energy comes out at 0.9 eV. For the energy above the lowest of the compared OMol25 structures with the same formula, charge and spin, the calculation gives 39.6 kcal/mol.

Atom charges from the Löwdin analysis, given in e for atoms 1 to 4:
1 H 0.06
2 N 0.09
3 C -0.22
4 C -0.29